<a>
Molecular formula: C4H3N3
Method: DFT, ωB97M-V with the def2-TZVPD basis set

CARTESIAN COORDINATES (ANGSTROEM)
N (-1.465, 0.401, -3.029)
C (-0.962, 0.305, -1.988)
C (-0.410, 0.215, -0.665)
N (-0.803, 0.959, 0.333)
C (-0.087, 0.503, 1.417)
C (0.690, -0.559, 1.068)
N (0.505, -0.751, -0.287)
H (-0.132, 1.014, 2.360)
H (1.326, -1.226, 1.630)
H (1.358, -0.863, -0.815)

The charge is 0. The LUMO energy is 0.41 eV.

---

<b>
Molecular formula: C4H3N3
Method: DFT, ωB97M-V with the def2-TZVPD basis set

CARTESIAN COORDINATES (ANGSTROEM)
C (2.495, -0.019, -0.967)
C (0.289, 0.837, 0.114)
C (-0.862, 0.114, 0.356)
C (1.206, -0.201, -0.484)
N (3.549, 0.186, -1.377)
N (-0.752, -1.161, 0.000)
N (0.465, -1.324, -0.481)
H (0.549, 1.858, 0.288)
H (-1.783, 0.469, 0.775)
H (0.737, -2.223, -0.846)

The charge is 0. The LUMO energy is 0.42 eV.

---

<c>
Molecular formula: C4H3N3
Method: DFT, ωB97M-V with the def2-TZVPD basis set

CARTESIAN COORDINATES (ANGSTROEM)
C (-1.099, -1.228, -1.959)
C (-0.676, -0.515, -1.083)
C (-0.019, 0.094, 0.017)
C (0.947, -0.453, 0.831)
N (1.301, 0.458, 1.771)
N (0.609, 1.538, 1.587)
N (-0.189, 1.338, 0.539)
H (-1.453, -1.883, -2.721)
H (1.375, -1.442, 0.757)
H (-0.795, 2.093, 0.260)

The charge is 0. The LUMO energy is 0.81 eV.

---

The winner here is <a>, beating the second structure by 0.0150 hartree.

---

<a>
Molecular formula: H20O10
Method: DFT, ωB97M-V with the def2-TZVPD basis set

CARTESIAN COORDINATES (ANGSTROEM)
H (-0.020, 0.413, 0.559)
H (-0.138, -0.817, 1.587)
H (-2.064, -2.486, -1.515)
H (-2.190, -1.019, -1.943)
H (0.034, 3.913, 4.111)
H (-0.432, 4.326, 2.793)
H (0.571, 0.962, 2.849)
H (1.936, 0.533, 2.348)
H (-3.842, 2.697, 1.851)
H (-2.794, 2.682, 3.104)
H (1.601, -3.692, 3.882)
H (1.419, -3.456, 2.511)
H (2.551, -0.885, -2.056)
H (2.930, -1.574, -3.347)
H (-3.973, 1.918, -2.987)
H (-3.139, 2.226, -1.630)
H (2.033, -4.674, -2.485)
H (2.381, -3.460, -1.700)
H (1.727, 0.816, -4.280)
H (0.562, 1.347, -3.543)
O (0.351, -0.463, 0.825)
O (-1.903, -1.861, -2.230)
O (-0.564, 3.615, 3.433)
O (1.477, 1.310, 2.872)
O (-3.630, 2.351, 2.786)
O (1.718, -2.986, 3.238)
O (2.843, -0.699, -2.879)
O (-3.131, 1.765, -2.545)
O (2.351, -4.488, -1.599)
O (1.334, 1.687, -4.010)

The charge is 0. The LUMO energy is -0.23 eV.

---

<b>
Molecular formula: H20O10
Method: DFT, ωB97M-V with the def2-TZVPD basis set

CARTESIAN COORDINATES (ANGSTROEM)
H (0.339, 0.131, -0.816)
H (0.511, 0.197, 0.693)
H (1.042, -3.350, 1.780)
H (-0.469, -3.309, 1.624)
H (-2.604, -2.834, -0.535)
H (-1.615, -2.325, -1.571)
H (3.326, 2.731, -0.926)
H (4.760, 2.640, -1.420)
H (4.474, 0.242, 0.810)
H (5.405, -0.063, -0.352)
H (1.750, -2.678, 0.112)
H (2.982, -2.726, 1.002)
H (-1.204, 1.954, 3.006)
H (-2.179, 1.069, 2.248)
H (-3.956, -1.624, -1.241)
H (-3.314, -1.728, -2.614)
H (-0.608, 1.770, -0.463)
H (-0.668, 3.282, -0.608)
H (-3.417, 2.358, 0.952)
H (-2.663, 3.142, 2.014)
O (0.598, -0.403, -0.057)
O (0.283, -3.910, 1.583)
O (-2.299, -2.025, -0.962)
O (3.944, 3.139, -1.542)
O (4.612, -0.384, 0.091)
O (2.593, -2.237, 0.268)
O (-1.671, 1.884, 2.166)
O (-4.170, -1.644, -2.180)
O (-0.966, 2.466, -1.026)
O (-3.160, 3.255, 1.196)

The charge is 0. The LUMO energy is -0.42 eV.

---

The winner here is <a>, beating the second structure by 0.0385 hartree.

---

<a>
Molecular formula: H20O10
Method: DFT, ωB97M-V with the def2-TZVPD basis set

CARTESIAN COORDINATES (ANGSTROEM)
O (0.668, 1.947, -1.504)
H (0.063, 2.530, -1.934)
H (1.423, 2.514, -1.206)
O (-0.482, 0.139, 0.318)
H (-1.289, -0.097, -0.155)
H (-0.144, 0.816, -0.251)
O (-1.649, -3.208, 0.958)
H (-1.907, -2.407, 0.492)
H (-1.278, -2.884, 1.807)
O (-0.394, -2.063, 3.071)
H (0.288, -1.522, 2.636)
H (0.009, -2.549, 3.796)
O (-1.806, 1.270, -3.490)
H (-2.037, 0.866, -4.337)
H (-1.910, 0.540, -2.824)
O (-0.232, 2.182, 2.186)
H (-0.666, 1.544, 1.636)
H (-0.339, 1.920, 3.121)
O (1.554, -1.506, 1.149)
H (2.396, -1.049, 1.256)
H (0.938, -0.859, 0.793)
O (2.443, -0.303, -1.801)
H (1.782, 0.380, -1.954)
H (2.932, -0.476, -2.606)
O (-2.270, -0.722, -1.660)
H (-1.633, -1.348, -1.987)
H (-3.107, -0.965, -1.954)
O (2.424, 1.982, 1.203)
H (2.712, 1.260, 1.747)
H (1.502, 2.078, 1.508)

The charge is 0. The LUMO energy is -0.05 eV.

---

<b>
Molecular formula: H20O10
Method: DFT, ωB97M-V with the def2-TZVPD basis set

CARTESIAN COORDINATES (ANGSTROEM)
O (-47.366, -19.858, -11.033)
H (-48.235, -19.801, -11.163)
H (-47.086, -20.041, -10.138)
O (-47.243, -22.580, -14.533)
H (-47.782, -23.350, -14.860)
H (-47.162, -21.951, -15.324)
O (-45.515, -21.166, -12.768)
H (-46.109, -20.638, -12.222)
H (-46.138, -21.643, -13.339)
O (-49.091, -24.377, -15.590)
H (-49.110, -25.340, -15.316)
H (-49.901, -23.887, -15.564)
O (-46.592, -23.060, -10.652)
H (-46.067, -22.188, -10.560)
H (-47.343, -22.606, -10.780)
O (-49.724, -21.729, -13.212)
H (-48.918, -22.043, -13.676)
H (-49.494, -21.760, -12.337)
O (-50.273, -19.775, -10.054)
H (-51.058, -20.228, -10.295)
H (-50.197, -20.009, -9.101)
O (-51.881, -23.308, -12.545)
H (-52.400, -22.893, -13.191)
H (-50.998, -22.986, -12.715)
O (-49.469, -22.577, -10.531)
H (-49.896, -23.439, -10.382)
H (-50.116, -22.029, -10.032)
O (-50.743, -19.065, -13.203)
H (-50.387, -18.479, -13.893)
H (-50.502, -20.017, -13.382)

The charge is 0. The LUMO energy is -0.06 eV.

---

The winner here is <a>, beating the second structure by 0.0451 hartree.